Entry 1:
210
Properties=species:S:1:pos:R:3 method="wB97M-V/def2-TZVPD" largest_force_ev_per_a=3.99 homo_lumo_gap_ev=8.1 lumo_ev=0.17 total_charge=0 smiles=CC1(C)CCCC(C)(C)N1O.CC1(C)CCCC(C)(C)N1O.CC1(C)CCCC(C)(C)N1O.CC1(C)CCCC(C)(C)N1O.CC1(C)CCCC(C)(C)N1O.CC1(C)CCCC(C)(C)N1O.OCCO.OCCO.OCCO de_lowest_kcal_mol=83.8
C 6.643 1.009 3.756
C 5.508 1.593 2.823
C 4.506 0.430 2.673
C 4.938 2.793 3.651
C 4.008 3.782 2.829
C 4.715 4.193 1.519
C 5.274 3.018 0.705
C 4.114 2.359 -0.202
C 6.178 3.674 -0.234
N 6.061 2.098 1.550
O 6.644 1.087 0.920
H 7.569 1.583 3.704
H 6.341 0.931 4.801
H 7.014 0.005 3.552
H 4.248 -0.027 3.628
H 3.594 0.818 2.219
H 4.752 -0.308 1.909
H 4.468 2.572 4.609
H 5.771 3.476 3.819
H 3.059 3.309 2.575
H 3.734 4.706 3.338
H 5.419 4.973 1.813
H 3.994 4.756 0.927
H 4.367 1.300 -0.246
H 3.976 2.792 -1.193
H 3.142 2.442 0.284
H 7.050 4.031 0.312
H 5.694 4.494 -0.766
H 6.617 3.073 -1.030
H 6.007 0.368 0.915
C 1.600 -2.811 -3.760
C 2.462 -4.034 -3.359
C 3.137 -3.812 -1.957
C 1.662 -5.399 -3.276
C 1.371 -6.146 -4.573
C 2.746 -6.346 -5.279
C 3.534 -5.020 -5.574
C 4.960 -5.445 -5.989
C 2.758 -4.228 -6.731
N 3.635 -4.275 -4.262
O 4.447 -3.143 -4.384
H 1.065 -2.863 -4.708
H 0.791 -2.640 -3.050
H 2.254 -1.943 -3.844
H 2.404 -3.338 -1.303
H 3.570 -4.701 -1.499
H 3.922 -3.057 -1.907
H 2.108 -6.116 -2.587
H 0.703 -5.108 -2.847
H 0.780 -7.053 -4.442
H 0.690 -5.539 -5.170
H 2.598 -6.906 -6.202
H 3.274 -7.030 -4.614
H 5.443 -6.057 -5.227
H 5.606 -4.570 -6.047
H 5.154 -6.044 -6.879
H 1.801 -3.858 -6.365
H 2.418 -4.877 -7.538
H 3.360 -3.345 -6.946
H 5.190 -3.549 -3.931
C 2.079 -5.699 3.508
C 3.221 -4.707 3.816
C 2.657 -3.277 3.944
C 3.814 -5.216 5.122
C 5.113 -4.641 5.544
C 6.103 -4.951 4.437
C 5.656 -4.458 2.951
C 5.883 -2.894 2.887
C 6.509 -5.142 1.896
N 4.284 -4.839 2.707
O 3.764 -4.433 1.490
H 2.468 -6.716 3.458
H 1.430 -5.772 4.381
H 1.509 -5.289 2.675
H 1.862 -3.104 4.669
H 3.303 -2.423 4.148
H 2.116 -2.941 3.059
H 3.071 -5.113 5.912
H 4.018 -6.283 5.033
H 5.010 -3.559 5.632
H 5.404 -5.268 6.387
H 6.286 -6.025 4.382
H 7.032 -4.425 4.657
H 6.924 -2.571 2.849
H 5.557 -2.417 3.812
H 5.361 -2.490 2.019
H 6.366 -6.210 2.063
H 7.580 -5.015 2.056
H 6.310 -4.804 0.879
H 3.700 -5.244 0.980
C -4.051 6.454 -2.947
C -3.204 5.866 -4.045
C -2.477 6.906 -4.839
C -2.169 4.892 -3.324
C -1.452 3.919 -4.293
C -2.500 3.078 -5.023
C -3.588 3.904 -5.755
C -3.117 4.379 -7.144
C -4.813 3.018 -5.965
N -4.070 5.036 -4.917
O -5.149 5.839 -5.474
H -3.536 6.942 -2.120
H -4.738 7.187 -3.368
H -4.763 5.800 -2.444
H -1.628 6.481 -5.373
H -3.067 7.332 -5.651
H -2.184 7.708 -4.161
H -1.335 5.412 -2.853
H -2.657 4.231 -2.608
H -0.951 4.535 -5.040
H -0.819 3.264 -3.695
H -2.861 2.296 -4.354
H -2.079 2.515 -5.856
H -2.178 4.927 -7.064
H -3.917 5.015 -7.523
H -2.844 3.554 -7.801
H -4.491 2.033 -6.300
H -5.625 3.386 -6.593
H -5.247 2.852 -4.979
H -5.750 5.832 -4.725
C -7.535 3.693 2.483
C -6.204 3.263 1.747
C -5.030 3.902 2.426
C -6.088 1.721 1.862
C -7.110 0.848 1.126
C -6.898 1.201 -0.367
C -6.888 2.715 -0.693
C -6.181 2.806 -2.080
C -8.307 3.228 -0.827
N -6.133 3.469 0.291
O -6.140 4.787 0.014
H -7.360 3.771 3.556
H -7.719 4.734 2.218
H -8.427 3.081 2.355
H -4.112 3.816 1.844
H -5.036 4.992 2.416
H -4.916 3.625 3.474
H -5.085 1.388 1.594
H -6.233 1.640 2.939
H -7.045 -0.197 1.428
H -8.118 1.128 1.432
H -7.627 0.679 -0.986
H -5.998 0.748 -0.781
H -5.153 2.479 -1.926
H -6.077 3.811 -2.490
H -6.627 2.239 -2.897
H -8.304 4.303 -1.011
H -8.805 3.144 0.139
H -9.000 2.741 -1.512
H -5.236 4.908 -0.286
C -0.244 3.051 -0.015
C -1.016 1.862 0.508
C -1.581 2.047 1.943
C -2.293 1.685 -0.320
C -2.119 0.952 -1.645
C -1.337 -0.358 -1.399
C -0.033 -0.212 -0.570
C 0.263 -1.588 0.095
C 1.049 0.183 -1.577
N -0.180 0.702 0.590
O 0.979 0.847 1.448
H 0.247 2.784 -0.951
H -0.803 3.984 -0.088
H 0.558 3.202 0.708
H -0.719 2.159 2.600
H -2.275 2.885 1.997
H -2.069 1.125 2.259
H -3.035 1.206 0.319
H -2.873 2.601 -0.435
H -3.078 0.635 -2.056
H -1.669 1.500 -2.473
H -1.178 -0.813 -2.377
H -2.052 -0.964 -0.842
H 0.036 -2.488 -0.477
H -0.315 -1.679 1.015
H 1.273 -1.646 0.500
H 0.909 1.186 -1.981
H 1.047 -0.452 -2.463
H 2.007 0.341 -1.081
H 0.605 0.508 2.264
O -2.968 -3.541 0.215
C -4.360 -3.535 0.362
C -4.893 -2.230 0.064
O -4.462 -1.131 0.872
H -2.569 -3.104 0.971
H -4.780 -4.340 -0.240
H -4.570 -3.786 1.402
H -5.979 -2.295 0.128
H -4.680 -1.940 -0.965
H -3.539 -1.246 1.110
O -2.366 -1.943 2.668
C -3.309 -1.980 3.738
C -2.718 -2.740 4.886
O -1.661 -1.979 5.396
H -1.554 -1.509 2.940
H -3.670 -1.006 4.068
H -4.128 -2.561 3.314
H -2.219 -3.688 4.681
H -3.590 -2.871 5.527
H -2.009 -1.586 6.201
O 0.577 -0.565 7.072
C 1.723 -0.269 6.265
C 1.130 0.357 4.955
O 0.344 -0.552 4.152
H 0.812 -0.892 7.943
H 2.196 0.558 6.796
H 2.346 -1.157 6.161
H 1.984 0.683 4.362
H 0.481 1.201 5.189
H -0.257 -1.008 4.746

=====

Entry 2:
205
Properties=species:S:1:pos:R:3 method="wB97M-V/def2-TZVPD" largest_force_ev_per_a=5.82 homo_lumo_gap_ev=3.4 lumo_ev=-9.06 total_charge=+5
C -0.573 4.824 -1.411
C 0.264 5.015 -2.687
C 0.380 3.687 -3.369
O -0.191 6.089 -3.463
H -0.506 5.688 -0.750
H -0.335 3.928 -0.837
H -1.599 4.530 -1.632
H 1.282 5.178 -2.331
H 1.005 3.586 -4.257
H -0.602 3.225 -3.475
H 0.912 2.865 -2.890
O -0.436 -0.053 0.554
C -0.132 -0.442 -0.674
O -0.426 -1.593 -1.092
O 0.377 0.413 -1.354
H 0.037 0.736 0.281
C -1.677 3.304 1.885
C -2.999 3.699 2.475
C -2.879 3.925 4.035
N -3.402 5.263 4.548
C -4.989 5.248 4.393
C -2.776 6.476 3.725
C -2.636 7.587 4.804
C -2.496 6.880 6.160
C -2.947 5.487 5.984
H -0.991 4.137 2.039
H -1.762 3.210 0.803
H -1.318 2.428 2.424
H -3.656 2.858 2.252
H -3.441 4.585 2.019
H -1.850 3.917 4.396
H -3.295 3.097 4.609
H -5.321 4.305 4.827
H -5.270 5.239 3.340
H -5.319 6.093 4.997
H -3.386 6.733 2.858
H -1.785 6.151 3.407
H -3.414 8.327 4.616
H -1.669 8.077 4.690
H -3.139 7.267 6.951
H -1.490 6.696 6.535
H -3.915 5.324 6.458
H -2.262 4.713 6.331
C -1.387 -10.194 -4.781
C -1.528 -8.936 -3.886
C -0.124 -8.450 -3.338
N -0.136 -7.000 -2.763
C -1.233 -6.758 -1.727
C -0.259 -5.939 -3.840
C 0.656 -4.774 -3.308
C 1.484 -5.275 -2.077
C 1.281 -6.784 -2.130
H -0.883 -9.934 -5.712
H -2.401 -10.479 -5.060
H -0.974 -10.980 -4.148
H -2.235 -9.186 -3.094
H -1.906 -8.129 -4.513
H 0.531 -8.493 -4.208
H 0.357 -9.122 -2.628
H -0.887 -6.155 -0.888
H -1.688 -7.690 -1.392
H -1.998 -6.136 -2.193
H -1.318 -5.682 -3.871
H 0.042 -6.404 -4.779
H 0.238 -3.805 -3.034
H 1.221 -4.436 -4.176
H 1.217 -4.815 -1.126
H 2.542 -5.058 -2.218
H 1.468 -7.402 -1.252
H 1.961 -7.211 -2.867
C -5.236 3.823 -5.360
C -5.268 2.854 -4.262
C -3.971 2.052 -4.298
N -3.804 1.051 -3.140
C -3.836 1.768 -1.842
C -2.476 0.235 -3.248
C -2.939 -1.246 -3.507
C -4.425 -1.310 -2.954
C -4.983 0.072 -3.205
H -4.651 4.733 -5.226
H -6.240 4.149 -5.633
H -4.828 3.359 -6.257
H -6.071 2.140 -4.445
H -5.458 3.343 -3.307
H -3.025 2.593 -4.319
H -3.864 1.578 -5.274
H -4.839 1.906 -1.440
H -3.343 2.736 -1.934
H -3.475 1.122 -1.042
H -2.027 0.265 -2.256
H -1.798 0.484 -4.064
H -2.233 -1.872 -2.960
H -3.006 -1.472 -4.571
H -4.490 -1.573 -1.898
H -4.879 -2.125 -3.517
H -5.750 0.400 -2.503
H -5.436 -0.012 -4.193
C 3.443 -1.888 -1.233
C 3.101 -1.972 -2.675
C 3.405 -0.776 -3.608
N 3.257 -1.151 -5.080
C 4.085 -2.383 -5.318
C 3.699 0.053 -5.993
C 2.404 0.910 -6.244
C 1.212 0.115 -5.759
C 1.768 -1.270 -5.536
H 3.445 -2.787 -0.616
H 2.814 -1.241 -0.622
H 4.410 -1.397 -1.116
H 2.039 -2.208 -2.729
H 3.671 -2.863 -2.939
H 4.428 -0.456 -3.413
H 2.702 0.029 -3.397
H 3.593 -3.233 -4.845
H 5.089 -2.129 -4.977
H 4.191 -2.567 -6.387
H 4.243 -0.292 -6.872
H 4.441 0.616 -5.425
H 2.374 1.084 -7.320
H 2.689 1.829 -5.732
H 0.318 0.151 -6.380
H 0.805 0.430 -4.798
H 1.862 -1.826 -6.468
H 1.280 -1.911 -4.801
C 4.954 2.866 6.782
C 4.566 1.397 6.562
C 3.150 1.010 6.942
N 2.449 -0.001 5.923
C 3.155 -1.372 5.833
C 2.488 0.592 4.516
C 1.367 0.077 3.628
C 0.329 -0.460 4.592
C 0.913 0.006 5.990
H 4.590 3.118 7.778
H 4.342 3.449 6.094
H 6.040 2.843 6.698
H 5.104 0.678 7.180
H 4.837 1.067 5.559
H 2.511 1.886 7.054
H 3.209 0.354 7.810
H 2.596 -1.772 4.987
H 2.746 -1.792 6.752
H 4.232 -1.457 5.688
H 3.498 0.350 4.184
H 2.473 1.673 4.382
H 1.622 -0.732 2.944
H 0.879 0.778 2.950
H 0.172 -1.535 4.508
H -0.671 -0.093 4.362
H 0.639 -0.607 6.848
H 0.489 0.994 6.174
C 5.636 2.472 3.292
C 6.424 2.810 2.053
C 5.683 2.314 0.809
N 5.069 3.408 -0.112
C 6.097 4.380 -0.783
C 4.113 4.361 0.709
C 2.842 3.532 0.960
C 2.806 2.394 -0.155
C 4.060 2.767 -0.985
H 4.582 2.717 3.157
H 6.150 3.044 4.064
H 5.670 1.418 3.568
H 7.369 2.274 2.143
H 6.721 3.859 2.053
H 4.995 1.518 1.094
H 6.295 1.743 0.111
H 6.796 3.666 -1.218
H 6.631 4.959 -0.030
H 5.713 5.054 -1.548
H 3.932 5.180 0.013
H 4.652 4.648 1.612
H 2.022 4.235 0.812
H 2.733 3.169 1.982
H 1.856 2.518 -0.674
H 2.899 1.360 0.178
H 3.739 3.561 -1.659
H 4.518 2.036 -1.652
C -3.045 -0.040 2.630
C -2.772 -1.614 2.771
C -3.303 -2.388 1.455
N -2.976 -3.941 1.527
C -1.454 -4.087 1.498
C -3.652 -4.503 0.259
C -3.853 -5.923 0.549
C -4.043 -6.069 2.104
C -3.673 -4.690 2.611
H -4.128 0.065 2.705
H -2.648 0.330 1.685
H -2.526 0.579 3.362
H -3.228 -2.118 3.623
H -1.690 -1.637 2.899
H -2.791 -2.026 0.564
H -4.389 -2.307 1.400
H -1.264 -5.108 1.165
H -1.080 -3.782 2.476
H -0.894 -3.584 0.710
H -2.992 -4.181 -0.546
H -4.641 -4.072 0.101
H -2.915 -6.438 0.342
H -4.688 -6.383 0.022
H -3.306 -6.653 2.656
H -4.975 -6.573 2.360
H -2.963 -4.740 3.437
H -4.617 -4.222 2.890